No. 1
C3HF2N | ωB97M-V with the def2-TZVPD basis set

```
7
C3HF2N ωB97M-V with the def2-TZVPD basis set
C 0.529 0.410 0.075
C -0.376 1.432 -0.182
C -0.854 -1.495 -0.107
N 0.108 -0.812 0.126
F 0.322 2.617 -0.125
F -1.222 -2.709 0.299
H 1.493 0.557 -0.086
```

Values from the calculation:
Molecular weight = 89.044 g mol⁻¹
Energy relative to the best compared isomer or geometry (same formula, charge and spin) = 516.4 kJ/mol
LUMO level (spin up / spin down) = -2.13 / -1.50 eV
F_max = 4.47 eV/Å
Total charge = 0
HOMO level (spin up / spin down) = -9.2 / -9.8 eV
Kohn-Sham gap (spin up / spin down) = 7.1 / 8.3 eV



No. 2
C6H12O | ωB97M-V with the def2-TZVPD basis set

```
19
C6H12O ωB97M-V with the def2-TZVPD basis set
C -0.101 -1.826 1.500
C -0.070 -1.596 -0.011
C 0.849 -0.459 -0.408
C 0.629 0.325 -1.676
C 0.437 0.973 -0.322
C -0.847 1.513 0.211
O -0.634 2.942 0.257
H 0.903 -2.049 1.881
H -0.755 -2.664 1.765
H -0.464 -0.938 2.030
H -1.088 -1.402 -0.375
H 0.270 -2.509 -0.519
H 1.888 -0.619 -0.139
H 1.488 0.619 -2.274
H -0.250 0.057 -2.267
H 1.112 1.767 0.077
H -1.756 1.268 -0.347
H -1.051 1.337 1.268
H -0.561 3.262 -0.651
```

Values from the calculation:
Molecular weight = 100.161 g mol⁻¹
Energy relative to the best compared isomer or geometry (same formula, charge and spin) = 150.9 kJ/mol
LUMO level = 1.06 eV
F_max = 1.57 eV/Å
Total charge = 0
SMILES = CC[C@H]1C[C@H]1CO
HOMO level = -9.8 eV
Kohn-Sham gap = 10.9 eV



No. 3
C22H21N4O4PS2W | ωB97M-V with the def2-TZVPD basis set

```
55
C22H21N4O4PS2W ωB97M-V with the def2-TZVPD basis set
W 0.330 0.213 -0.193
O 0.759 1.136 3.653
C 0.821 1.335 2.484
N 1.445 0.478 1.513
C 2.822 0.643 1.419
O 3.554 0.965 2.315
C 3.313 0.480 0.011
C 4.659 0.542 -0.278
C 5.057 0.519 -1.606
C 4.084 0.463 -2.593
C 2.753 0.400 -2.231
N 2.360 0.389 -0.944
C 0.282 2.543 1.771
C -0.002 3.725 2.412
C -0.402 4.809 1.638
C -0.511 4.657 0.266
C -0.247 3.421 -0.301
N 0.153 2.381 0.438
H 5.357 0.628 0.544
H 6.105 0.564 -1.867
H 4.344 0.471 -3.641
H 1.975 0.364 -2.978
H 0.107 3.785 3.486
H -0.620 5.761 2.103
H -0.808 5.479 -0.369
H -0.361 3.253 -1.364
O -1.615 0.196 0.947
S -2.535 0.855 -0.032
O -3.113 2.089 0.341
N -1.429 0.863 -1.305
C -1.600 -0.312 -1.946
S -0.170 -1.076 -2.385
C -2.944 -0.893 -1.820
C -3.549 -1.897 -2.554
C -4.843 -2.266 -2.200
C -5.504 -1.665 -1.132
C -4.895 -0.667 -0.372
C -3.620 -0.309 -0.748
H -3.042 -2.359 -3.392
H -5.350 -3.033 -2.769
H -6.510 -1.975 -0.885
H -5.400 -0.202 0.464
C -0.336 -3.470 -0.053
P 0.603 -2.142 0.743
C 0.038 -2.152 2.460
C 2.318 -2.720 0.775
H -0.265 -4.368 0.563
H 0.056 -3.685 -1.045
H -1.386 -3.187 -0.143
H 0.151 -3.160 2.860
H -1.012 -1.865 2.510
H 0.624 -1.458 3.061
H 2.340 -3.730 1.186
H 2.923 -2.079 1.416
H 2.740 -2.737 -0.230
```

Values from the calculation:
Molecular weight = 684.382 g mol⁻¹
Energy relative to the best compared isomer or geometry (same formula, charge and spin) = 56.5 kJ/mol
LUMO level (spin up / spin down) = -7.23 / -7.77 eV
F_max = 0.08 eV/Å
Total charge = +2
⟨S²⟩ = 2.0177
HOMO level (spin up / spin down) = -14.4 / -15.5 eV
Kohn-Sham gap (spin up / spin down) = 7.2 / 7.7 eV
2S+1 = 3



No. 4
C6H15AgBrMnNO2 | ωB97M-V with the def2-TZVPD basis set

```
27
C6H15AgBrMnNO2 ωB97M-V with the def2-TZVPD basis set
Ag 5.294 1.780 -1.243
Mn 0.888 1.776 1.733
Br 2.419 2.288 -0.592
C -1.572 3.731 1.390
O -0.804 2.629 0.984
C -1.480 1.737 0.014
C -1.176 0.215 0.287
N 0.323 0.108 0.518
C 0.802 -1.237 0.898
C 0.485 -2.511 -0.012
O 0.912 -2.471 -1.379
C 0.614 -3.607 -2.237
H -1.176 4.258 2.259
H -2.640 3.562 1.524
H -1.525 4.440 0.564
H -1.075 2.031 -0.955
H -2.567 1.796 -0.037
H -1.536 -0.454 -0.494
H -1.705 -0.138 1.173
H 0.830 0.337 -0.325
H 0.589 -1.388 1.956
H 1.885 -1.123 0.852
H -0.554 -2.831 0.060
H 1.036 -3.402 0.291
H -0.422 -3.492 -2.555
H 0.817 -4.485 -1.623
H 1.339 -3.551 -3.049
```

Values from the calculation:
Molecular weight = 375.901 g mol⁻¹
LUMO level (spin up / spin down) = -15.05 / -19.20 eV
F_max = 3.49 eV/Å
Total charge = +4
⟨S²⟩ = 15.7599
HOMO level (spin up / spin down) = -23.9 / -24.0 eV
Kohn-Sham gap (spin up / spin down) = 8.9 / 4.8 eV
2S+1 = 8



No. 5
C4H12N2 | ωB97M-V with the def2-TZVPD basis set

```
18
C4H12N2 ωB97M-V with the def2-TZVPD basis set
C 0.103 2.503 0.649
C -1.156 2.149 1.399
C -2.045 1.312 0.863
H 0.916 2.766 1.337
H 0.506 1.619 0.155
H -0.031 3.368 0.007
H -1.379 2.703 2.302
H -2.949 1.041 1.389
H -1.800 0.854 -0.084
N 0.041 -1.596 -1.887
C 0.633 -2.475 -0.900
N 1.608 -1.843 0.007
H -0.505 -0.880 -1.426
H 0.819 -1.180 -2.380
H -0.154 -2.841 -0.230
H 1.057 -3.344 -1.414
H 1.876 -2.523 0.722
H 2.460 -1.634 -0.512
```

Values from the calculation:
Molecular weight = 88.154 g mol⁻¹
Energy relative to the best compared isomer or geometry (same formula, charge and spin) = 124.8 kJ/mol
LUMO level = 1.09 eV
F_max = 1.32 eV/Å
Total charge = 0
SMILES = C=CC.NCN
HOMO level = -9.6 eV
Kohn-Sham gap = 10.7 eV



No. 6
C11H11N3 | ωB97M-V with the def2-TZVPD basis set

```
25
C11H11N3 ωB97M-V with the def2-TZVPD basis set
C 1.762 -0.510 -1.947
C 2.130 -0.446 -0.593
C 1.021 -1.512 -2.391
C 1.527 -0.948 0.477
C -1.733 2.023 0.831
C 0.438 -2.685 -1.701
C -0.935 2.227 -0.050
C -1.333 0.168 2.815
C 0.247 -1.733 0.444
C -2.339 0.827 3.352
C -0.124 2.218 -1.258
N -0.733 -0.719 2.272
N 0.084 -2.733 -0.445
N -0.633 -1.615 1.398
H 2.313 0.247 -2.573
H 3.011 0.045 -0.259
H 0.724 -1.388 -3.404
H 2.041 -0.818 1.430
H -2.398 2.124 1.545
H 0.189 -3.554 -2.298
H -2.173 1.774 3.751
H -3.241 0.298 3.523
H 0.841 2.671 -1.245
H -0.652 2.847 -2.021
H -0.032 1.191 -1.653
```

Values from the calculation:
Molecular weight = 185.230 g mol⁻¹
Energy relative to the best compared isomer or geometry (same formula, charge and spin) = 813.0 kJ/mol
LUMO level = -0.38 eV
F_max = 4.99 eV/Å
Total charge = 0
HOMO level = -7.4 eV
Kohn-Sham gap = 7.0 eV



No. 7
C2H8NOPS | ωB97M-V with the def2-TZVPD basis set

```
14
C2H8NOPS ωB97M-V with the def2-TZVPD basis set
C 1.621 1.070 -0.352
C 0.960 -0.237 -0.070
N -0.602 0.232 1.210
O -1.557 1.320 -1.139
P -2.523 -1.202 -0.129
S -1.815 0.892 0.274
H 2.377 0.799 -1.039
H 1.070 1.703 -0.966
H 2.132 1.559 0.454
H 0.325 -0.672 -0.869
H 1.499 -0.861 0.727
H 0.021 0.666 1.873
H -3.402 -0.693 -1.250
H -3.582 -1.053 0.809
```

Values from the calculation:
Molecular weight = 125.133 g mol⁻¹
Energy relative to the best compared isomer or geometry (same formula, charge and spin) = 623.2 kJ/mol
LUMO level = 0.47 eV
F_max = 4.33 eV/Å
Total charge = 0
HOMO level = -8.2 eV
Kohn-Sham gap = 8.7 eV